(1)
116
Properties=species:S:1:pos:R:3 method="wB97M-V/def2-TZVPD" largest_force_ev_per_a=3.636 lumo_ev=-2.9 homo_energy_ev=-6.3675 total_charge=+1 orbital_gap_ev=3.43 e_above_lowest_kj_mol=86.6
C 3.80386 -2.85887 0.22359
H -3.13419 -1.23590 -2.33378
C 2.38785 1.06230 3.49944
H 3.67043 -0.90701 -5.50800
H -2.67589 0.73324 -0.38568
H -5.06631 -1.48815 -0.04940
H -4.27459 -3.43754 3.37236
C 3.09251 1.97095 -5.37678
H -2.09102 -2.91215 -4.09172
F 1.94989 5.81988 1.68655
C -4.25167 3.06945 -4.40367
C -5.50687 4.59010 -3.16347
C 2.88256 -1.57609 2.56642
C 3.59798 -0.76014 5.09935
F 5.26024 -2.70079 -1.69220
H 3.25408 -0.01680 -2.57095
H 4.95010 -1.07112 -0.07489
C 3.79629 -0.97935 1.68519
H 1.17475 2.52900 -4.61010
H -6.23966 5.38555 -3.17553
H -3.12309 -2.75884 -0.37956
H -3.90160 -4.25716 1.19151
F 7.75777 -1.30532 7.82465
C 2.90478 -0.29967 -3.59591
H -5.93220 4.00894 -5.23865
Cl -5.05176 -5.39322 -6.99379
C -3.25855 -3.43036 1.68870
H 1.58213 0.56682 1.55829
P 2.20496 -0.66048 3.98543
C 4.80126 -0.06684 4.85355
H 2.67960 1.57902 -6.31504
H -1.59058 -0.50341 2.13590
H 3.67993 4.06054 4.34554
H 5.10120 1.20855 -5.90336
C 4.00395 -0.23625 -4.69165
C 5.60308 -0.60686 7.05795
C -5.29957 3.91407 -4.34953
C -3.14754 2.70896 -0.93652
C -3.83739 3.20592 -2.09938
C -3.98400 -1.20151 -3.06555
C -3.38596 -3.93972 -5.48629
C -2.73260 -2.47184 0.60940
H 3.28534 2.98182 -5.65094
C -4.16338 -2.12843 -4.06352
H -5.25092 6.01788 -0.74105
H -2.91097 2.99794 1.16705
H -5.00715 -0.12460 1.00864
H 1.76722 2.76491 0.72265
C 4.35608 -3.51858 -0.99691
H 6.70008 0.49596 5.57353
H -3.78379 2.65958 -5.34099
C -5.51558 -2.34376 -4.60693
C 4.38283 1.16642 -5.08338
N -0.58305 0.15155 -3.19109
C 5.79836 -0.01611 5.79032
C 4.22427 -1.61225 0.52587
C -3.10384 -1.60803 3.34876
H -5.97383 -2.58958 1.86322
F 5.10146 -4.67012 -0.67453
C 2.03804 1.96777 -4.24873
N -2.47110 1.44662 -1.14032
C 2.81797 2.01629 4.35720
C 1.99384 1.33966 2.18996
C 3.49961 -1.49612 6.29746
Li -2.47817 0.71755 -3.20345
C 2.79383 3.61049 2.45010
H 3.06394 1.78097 5.45504
H 4.78343 -0.87993 -4.28099
H 4.94761 1.66755 -4.26685
H 2.54354 -1.32213 -3.50811
H -2.48672 -3.99391 2.21077
H 4.22096 -0.01304 1.92073
F 3.45183 -3.89364 -1.95520
N -3.59012 2.68659 -3.32613
H 2.29445 2.41961 -3.27282
C -4.68921 -1.11481 0.94905
H -5.66059 -1.20191 2.90637
C -5.22153 -1.87312 2.13569
C 2.89473 -3.54107 1.12097
C -2.64617 -0.66224 2.20233
H 4.87045 0.47531 3.85593
H -1.44920 1.63039 -0.96393
C -4.82557 5.04170 -0.80423
H 1.64864 -3.24096 2.84797
N -4.03693 -2.65265 2.73232
C -4.06406 4.61714 0.26757
H -4.85615 -0.60909 -2.82075
C -5.76682 -3.41294 -5.45428
H 4.39634 -2.01494 8.18418
C 2.18770 2.56790 1.65893
C 4.49882 -1.39633 7.26379
H -2.36920 -2.15382 3.96802
C -3.10038 -2.99774 -4.51321
C 2.43700 -2.87056 2.23471
H -3.09760 0.28304 2.39992
C 6.70996 -0.43126 8.09756
C 3.02268 4.98456 1.89390
F 3.90655 5.64899 2.77744
C -4.84653 4.28615 -1.96613
H 2.62109 -2.15570 6.48547
C 3.13413 3.27870 3.77490
H -4.06482 5.22394 1.18453
H -1.57372 -2.43771 0.55301
F 7.18926 0.87895 8.14949
H -2.58898 -4.61986 -5.79363
N 1.72702 0.58388 -3.95898
C 0.53086 0.31548 -3.51915
C -3.22998 3.47946 0.22650
F 3.71483 4.97411 0.67173
H -6.29691 -1.67725 -4.37264
N -3.18418 -1.09257 0.88710
C -4.69538 -4.19719 -5.90806
H 2.49706 -4.52017 0.68374
F 6.21218 -0.73803 9.35180
H -3.58718 -0.97429 4.08510
H -6.74841 -3.70027 -5.69678

---

(2)
12
Properties=species:S:1:pos:R:3 method="wB97M-V/def2-TZVPD" largest_force_ev_per_a=4.187 lumo_ev=-0.4 homo_energy_ev=-8.3532 total_charge=0 orbital_gap_ev=7.98 e_above_lowest_kj_mol=603.0
H 2.31168 -0.15684 -1.84122
C 1.13452 0.97630 -0.44533
C 1.29319 0.15880 -1.65969
H 0.85104 0.93579 -2.40289
C -0.12472 0.97993 1.24000
C -1.33966 0.36168 1.81076
H -1.50324 0.43408 2.82722
H 0.67779 -0.71446 -1.37181
N -0.08764 1.13413 0.01442
Cl -1.58512 1.10020 -1.25186
H -2.11181 0.91182 1.21824
H -1.25369 -0.78317 1.42781

---

(3)
104
Properties=species:S:1:pos:R:3 method="wB97M-V/def2-TZVPD" largest_force_ev_per_a=0.817 lumo_ev=-0.2 homo_energy_ev=-10.3735 total_charge=0 orbital_gap_ev=10.17 e_above_lowest_kj_mol=0.0
H 5.22758 -10.15733 2.02925
H 1.25867 -1.67422 -3.69329
O 9.16866 1.92222 -1.85576
H -6.52246 6.25114 0.64439
H -7.60237 7.28966 0.33102
H -0.46272 1.64983 1.20970
C -0.49134 -0.14946 0.46206
C 1.91571 0.02923 -0.37443
H -8.95803 -2.78994 3.90924
O -7.44072 6.49130 0.84233
H 0.58222 2.44599 -3.43901
H -0.92154 -5.60873 -1.05488
H 0.79155 -0.58322 5.36911
H -3.75875 5.89630 -0.26732
H 5.05124 -4.56125 -2.27435
O -3.83295 -3.23162 3.97980
O -0.48786 1.25971 0.32142
C 4.30687 0.81626 0.06192
H -1.46532 9.70171 1.71320
O -4.66433 6.19757 -0.10947
H -2.51657 2.96519 1.20596
H 2.67455 1.10086 1.39153
H 0.00178 -0.75200 4.07438
H 4.89688 -0.32545 1.75405
H 4.86158 1.61856 0.55373
H -4.60934 -2.66890 4.11033
O -2.75155 1.80372 -1.42031
C 2.81838 1.07374 0.30822
O 5.38486 -7.62120 -0.74859
H -4.75111 7.00538 -0.62487
O -2.22254 5.83142 2.51626
O -5.98134 -1.25594 4.33932
N 1.12672 -3.25577 0.54380
H -6.47504 -0.79119 5.02186
H 5.49866 -7.72753 0.20313
H -0.98901 -0.61603 -0.38446
H -2.56477 -2.17589 0.28856
H 0.48766 -2.31309 -2.55468
H 2.58137 2.05775 -0.09176
H 9.95603 1.65900 -2.34098
H -0.09442 -4.34615 -1.20319
H 4.49287 -7.25950 -0.82970
H 5.74018 -0.78084 0.28030
H -0.19527 3.62666 -4.02346
O -0.38437 -5.12591 -1.69102
C 1.01982 -2.11169 0.55087
H 4.52649 0.87610 -0.99977
H 7.29670 -0.56013 -4.69557
O -2.61751 -2.14362 -0.67500
O -2.39834 4.51498 -0.86549
H -1.55556 4.86460 -1.17182
O -7.33768 2.05324 -1.85377
H -7.00546 -2.93311 1.54783
H -2.04015 1.58364 -0.79994
H 6.78651 -0.39816 -2.17885
H -6.47831 -1.07616 3.53327
H -3.10516 -2.60795 3.88728
O 0.92487 -1.49192 -2.80842
H 2.35517 -4.81045 -0.88944
H 2.51920 -0.74456 -0.83906
H -7.74862 -1.64793 1.19082
H 9.47998 2.09594 -0.96199
H -8.33454 -2.46779 5.25649
C 4.77064 -0.51120 0.68580
H -8.40290 4.77678 0.15771
O 6.98138 0.07205 -1.35882
O -7.84940 -2.48226 1.66091
H 6.20599 -1.60930 -4.65810
H 2.25758 -6.23107 -1.39722
H 1.27661 -0.38479 1.63788
H -1.47040 9.31571 3.18731
H -2.45764 3.41582 2.66527
H -7.92200 2.07622 -2.61666
O 2.89701 -5.52871 -1.23585
O 6.43482 -0.74006 -4.30655
H 7.07659 0.98805 -1.63832
H -2.47474 3.62982 -1.26280
H 2.76431 2.80884 -2.89167
C 0.96545 -0.65780 0.62719
H 8.11910 -2.51719 -3.61833
H -2.33088 5.30297 1.71794
O 7.81628 -3.30137 -4.08670
H 7.27163 -3.76277 -3.43348
O 2.74076 1.88672 -2.60948
O 4.59859 -9.68927 1.47138
H 4.04724 -1.31421 0.55230
H -9.62842 3.99696 0.62542
O -1.56699 8.94879 2.30296
O -1.99245 2.88069 2.01159
O -8.75838 3.87834 0.23470
H -2.19369 6.74184 2.19571
H 5.65233 -5.84773 -1.76974
H 4.37062 -10.31838 0.77976
H 1.37455 0.51808 -1.17254
O 0.69562 3.28272 -3.90447
H -2.75279 1.09153 -2.06699
O 5.89654 -5.01687 -2.19785
C -1.22846 -0.52450 1.68301
O 0.89989 -0.70328 4.42123
N -1.70906 -0.79844 2.68832
H -3.55565 -2.01193 -0.84901
H -7.85465 2.46067 -1.14585
H 2.58001 1.40281 -3.42665
O -8.97167 -2.13540 4.61659

---

(4)
48
Properties=species:S:1:pos:R:3 method="wB97M-V/def2-TZVPD" s2=0.76 largest_force_ev_per_a=0.715 lumo_ev="-2.5 / -3.9" homo_energy_ev="-10.1872 / -11.1666" total_charge=+1 orbital_gap_ev="7.72 / 7.23" spin_multiplicity=2
H -1.47860 2.49660 1.25870
N -0.46700 0.39160 2.40430
H -5.35940 -6.04430 -1.89640
H 1.17810 1.64490 2.46800
Bi -0.13700 -0.38570 0.02140
C -4.27940 -4.75680 -0.57220
S -2.54420 -0.09970 0.05970
H -3.60450 -6.17500 -2.04190
O -2.93110 -2.40250 -2.30750
H 3.25740 -0.23990 0.04960
C 1.60030 2.66120 -0.06090
H -0.18020 3.65900 1.57660
H -1.93730 -4.52560 -3.69650
H -0.05850 -0.22790 3.09670
N 2.74380 0.54290 0.43910
H 3.50130 2.07120 -0.85160
H -1.47660 0.41350 2.52590
C 0.09290 1.73730 2.49600
H -3.26540 -3.75760 -4.57700
N 0.19850 2.24320 0.05020
H -4.37280 -5.45970 0.26070
H 1.96170 2.97700 0.91930
N -0.60080 0.56120 -2.27960
C -0.61600 2.70020 -1.07370
C -2.22930 -3.65090 -4.27020
C -0.29340 1.98610 -2.38840
C 2.55960 1.57660 -0.57000
C -0.39520 2.60960 1.33820
H -1.60790 -3.58580 -5.15990
H -0.19380 2.22530 3.43660
C -4.43070 -5.48290 -1.89760
O -2.98550 -4.17510 -0.44260
H 0.75730 2.11050 -2.64590
H -0.88930 2.46060 -3.17890
H -0.49610 3.78110 -1.22990
S -0.53370 -2.89660 -0.62150
H -2.29830 -1.50800 -4.01450
H -5.04310 -3.98290 -0.46720
H -0.21090 0.03020 -3.05300
P -2.58010 -2.64550 -0.75080
H -1.61270 0.42980 -2.26510
H -4.44460 -4.77830 -2.72260
H 1.67420 3.53190 -0.72290
H 2.16050 1.09960 -1.46340
H -1.66270 2.49940 -0.83480
H 3.30350 0.90480 1.20440
C -2.05060 -2.40150 -3.43000
H -1.01400 -2.33580 -3.07620

---

Repeat the fourth record exactly.
48
Properties=species:S:1:pos:R:3 method="wB97M-V/def2-TZVPD" s2=0.76 largest_force_ev_per_a=0.715 lumo_ev="-2.5 / -3.9" homo_energy_ev="-10.1872 / -11.1666" total_charge=+1 orbital_gap_ev="7.72 / 7.23" spin_multiplicity=2
H -1.47860 2.49660 1.25870
N -0.46700 0.39160 2.40430
H -5.35940 -6.04430 -1.89640
H 1.17810 1.64490 2.46800
Bi -0.13700 -0.38570 0.02140
C -4.27940 -4.75680 -0.57220
S -2.54420 -0.09970 0.05970
H -3.60450 -6.17500 -2.04190
O -2.93110 -2.40250 -2.30750
H 3.25740 -0.23990 0.04960
C 1.60030 2.66120 -0.06090
H -0.18020 3.65900 1.57660
H -1.93730 -4.52560 -3.69650
H -0.05850 -0.22790 3.09670
N 2.74380 0.54290 0.43910
H 3.50130 2.07120 -0.85160
H -1.47660 0.41350 2.52590
C 0.09290 1.73730 2.49600
H -3.26540 -3.75760 -4.57700
N 0.19850 2.24320 0.05020
H -4.37280 -5.45970 0.26070
H 1.96170 2.97700 0.91930
N -0.60080 0.56120 -2.27960
C -0.61600 2.70020 -1.07370
C -2.22930 -3.65090 -4.27020
C -0.29340 1.98610 -2.38840
C 2.55960 1.57660 -0.57000
C -0.39520 2.60960 1.33820
H -1.60790 -3.58580 -5.15990
H -0.19380 2.22530 3.43660
C -4.43070 -5.48290 -1.89760
O -2.98550 -4.17510 -0.44260
H 0.75730 2.11050 -2.64590
H -0.88930 2.46060 -3.17890
H -0.49610 3.78110 -1.22990
S -0.53370 -2.89660 -0.62150
H -2.29830 -1.50800 -4.01450
H -5.04310 -3.98290 -0.46720
H -0.21090 0.03020 -3.05300
P -2.58010 -2.64550 -0.75080
H -1.61270 0.42980 -2.26510
H -4.44460 -4.77830 -2.72260
H 1.67420 3.53190 -0.72290
H 2.16050 1.09960 -1.46340
H -1.66270 2.49940 -0.83480
H 3.30350 0.90480 1.20440
C -2.05060 -2.40150 -3.43000
H -1.01400 -2.33580 -3.07620